The following is a quantum chemistry calculation of 4 unconnected molecules or ions with the total composition C2H14N2O3, from the OMol25 dataset.

XYZ file:
```
21
Properties=species:S:1:pos:R:3:forces:R:3:lowdin_spin:R:1
C 0.1793 -3.3684 0.4452 -0.61 0.24 0.97 0.072
C 1.1901 -2.4073 -0.2417 -0.27 0.27 -2.15 0.123
N 0.6053 -1.6912 -1.4215 2.93 1.74 1.96 0.633
N -0.6177 -2.6292 1.4150 -1.98 -0.68 -0.68 0.062
H 0.6459 -4.1838 0.9875 0.64 -0.02 -0.51 0.003
H -0.4155 -3.7347 -0.3876 -0.08 -0.39 0.19 0.009
H 2.0053 -2.9290 -0.7370 0.14 -0.46 0.69 0.006
H 1.4986 -1.6207 0.4612 -0.12 -0.10 0.01 0.037
H 0.4113 -0.6966 -1.2151 -1.29 -0.39 0.15 0.017
H 1.3351 -1.6082 -2.1433 -0.84 -0.85 -0.66 0.019
H -0.7933 -3.1328 2.2806 1.01 0.03 0.27 0.003
H -1.5930 -2.6364 1.0900 0.32 0.56 -0.29 0.003
H -0.5143 -0.7509 1.0773 0.03 -0.27 0.28 0.002
H -0.7572 0.5536 1.7745 0.31 0.16 -0.34 0.000
O -0.2746 0.1845 1.0144 -0.24 0.19 0.12 0.011
H -0.9617 4.8000 -2.4759 0.72 0.04 0.66 0.000
H 0.1868 4.8567 -1.3258 -0.98 -0.12 -0.67 0.000
O -0.6258 5.2620 -1.6881 0.12 0.19 -0.12 0.000
H -0.3695 2.3565 0.3513 0.13 0.01 0.06 0.000
H 0.4777 3.4439 1.0380 0.05 -0.08 0.13 0.000
O -0.2507 3.3089 0.4268 -0.01 -0.07 -0.08 0.000
```
Forces are in eV/Å.

Values from the calculation:
largest force on an atom = 0.076 hartree/bohr
energy = -11413.890 eV
energy relative to the best compared isomer or geometry (same formula, charge and spin) = 27.56 kcal/mol
⟨S²⟩ = 0.755
LUMO energy (alpha / beta) = -3.46 / -9.41 eV
frontier orbital gap (alpha / beta) = 9.2 / 3.2 eV
2S+1 = 2
charge = +1


The following is a quantum chemistry calculation of a molecular structure, C42H30CdCl5O5PSeSi, from the OMol25 dataset.

XYZ file:
```
86
Properties=species:S:1:pos:R:3:forces:R:3:mulliken_charge:R:1
Cd 0.5521 1.3839 -0.7114 0.13 0.70 -1.56 2.412
Cl 0.2640 4.9477 -0.1371 -0.67 0.09 0.65 -0.270
C 1.5251 4.4168 -1.1587 1.76 2.74 -2.18 1.195
C 1.9121 3.1223 -1.2285 -0.59 -0.85 1.40 -2.085
C 3.1125 2.8117 -1.8279 0.58 1.97 -1.53 0.915
Cl 3.5971 1.1811 -1.8887 0.54 -0.30 0.07 -0.001
C 3.8276 3.8140 -2.5263 -0.96 0.84 0.44 0.402
Cl 5.2807 3.4645 -3.3361 0.81 -0.36 -0.41 -0.256
C 3.3744 5.1926 -2.5969 -1.48 -2.95 1.04 0.113
Cl 4.0780 6.3493 -3.5604 1.24 1.06 -0.97 -0.245
C 2.1958 5.4984 -1.9419 -0.48 -1.91 2.51 -0.125
Cl 1.7911 7.1601 -1.6059 -0.13 -0.11 -0.46 -0.236
O 1.1377 -0.5545 0.2474 1.60 -3.00 1.82 -0.552
P 1.9857 -1.7551 0.7565 -0.14 2.30 -3.11 0.997
C 2.5496 -2.7864 -0.6435 1.40 -0.16 -1.24 0.603
C 1.7311 -3.8180 -1.1922 0.05 1.10 0.48 -0.608
C 1.9282 -4.2370 -2.5150 -1.62 -1.76 0.82 -0.618
C 2.9624 -3.7627 -3.2395 2.57 0.47 -1.73 -0.277
C 3.9302 -2.9061 -2.6669 -0.07 -0.02 -0.14 -0.646
C 3.7504 -2.3997 -1.4041 -3.07 -1.59 0.40 -0.585
C 1.1912 -2.9011 1.7852 -1.14 -1.58 1.96 0.284
C 1.5523 -4.2463 1.9715 1.76 -0.03 -0.52 -0.285
C 1.0158 -5.0244 2.9934 0.56 -0.79 -0.98 -0.622
C 0.1599 -4.4499 3.8787 -1.95 1.45 0.90 -0.441
C -0.2984 -3.1179 3.6981 0.59 -0.24 0.06 -0.649
C 0.2348 -2.3675 2.6559 -0.14 0.13 0.05 -0.360
C 3.3880 -1.0878 1.7350 -0.77 -0.44 -1.33 0.396
C 3.1552 0.1366 2.3654 1.25 -0.03 0.16 -0.708
C 4.2883 0.8342 2.7850 -1.33 0.06 0.70 -0.565
C 5.5657 0.3064 2.6707 -0.52 1.84 0.53 -0.657
C 5.7606 -0.8788 2.0721 0.67 -2.41 -0.91 -0.652
C 4.6654 -1.5969 1.5707 0.94 -0.57 0.10 0.108
H 0.8894 -4.2857 -0.6426 0.57 0.74 -0.26 0.258
H 1.2374 -5.0524 -2.8928 0.91 1.26 0.24 0.270
H 3.2165 -4.0854 -4.2829 -0.80 0.19 1.05 0.234
H 4.8313 -2.5968 -3.2223 -0.70 -0.25 0.14 0.293
H 4.4647 -1.7563 -0.9961 0.75 1.12 0.55 0.451
H 2.4388 -4.6962 1.4413 -1.31 0.62 0.06 0.243
H 1.2563 -6.1056 2.9989 0.02 0.85 0.38 0.352
H -0.2591 -4.9674 4.7356 0.13 -0.32 -0.17 0.345
H -1.0158 -2.6499 4.3940 0.46 -0.43 -0.42 0.410
H -0.0060 -1.3206 2.4916 -0.42 -0.07 0.17 0.224
H 2.1512 0.5143 2.5289 0.12 0.08 -0.30 0.427
H 4.1278 1.7775 3.2972 0.19 0.03 -0.13 0.390
H 6.3582 0.9226 3.0446 0.56 0.01 0.08 0.385
H 6.7639 -1.3299 1.9598 -0.59 0.45 0.09 0.341
H 4.8982 -2.5642 1.0596 -0.65 0.98 0.44 0.440
C -4.2068 3.6451 -3.1457 -0.22 0.77 0.23 -0.393
C -4.9362 2.5242 -2.6741 0.88 1.12 -0.45 -0.684
C -4.4312 1.8968 -1.5626 0.32 -0.73 1.75 0.191
C -3.1985 2.3091 -0.9365 -1.42 -0.19 -0.69 0.427
C -2.6444 3.5421 -1.3403 -0.06 -1.56 -0.26 0.306
C -3.1271 4.2271 -2.4524 -0.79 -0.94 -0.09 -0.576
Si -2.4406 1.1393 0.3817 -1.61 0.80 -0.64 -0.229
C -3.3374 1.5929 1.9332 -0.27 -0.18 -0.79 0.405
C -4.6288 1.1646 2.0515 -1.19 -0.88 0.39 0.029
C -5.2847 1.3350 3.2524 -1.23 0.17 0.59 -0.576
C -4.7288 2.0380 4.3204 0.20 -0.87 -1.42 -0.648
C -3.4477 2.4898 4.1349 1.32 1.53 2.31 -0.262
C -2.7831 2.3401 2.9620 0.56 -0.22 -1.42 -0.482
C -2.8717 -0.6433 -0.1813 0.78 0.62 -1.81 0.746
C -3.3960 -1.7006 0.5035 -0.97 -1.95 0.76 0.126
C -3.6864 -2.9515 -0.1485 0.42 1.66 1.76 -0.624
C -3.3539 -3.1247 -1.4549 -0.36 -2.45 -1.72 -0.235
C -2.7064 -2.1478 -2.1880 -0.22 1.82 0.73 -1.006
C -2.5561 -0.9090 -1.5618 -0.27 0.05 0.34 -0.360
H -4.5512 4.1653 -4.0293 -0.10 -0.09 -0.21 0.318
H -5.8304 2.1813 -3.2057 0.35 0.13 0.27 0.368
H -5.0231 1.0758 -1.0496 0.89 0.70 -1.01 -0.087
H -1.7266 3.8442 -0.8856 0.21 0.24 0.28 -0.185
H -2.6201 5.1436 -2.7790 -0.37 -0.45 -0.06 0.374
H -5.1816 0.6466 1.2380 0.69 0.24 0.57 0.118
H -6.2653 0.8873 3.3399 -0.31 0.20 0.16 0.348
H -5.2492 2.2618 5.2087 -0.61 -0.13 0.96 0.439
H -2.8705 2.9694 4.9758 -0.94 -0.16 -0.82 0.244
H -1.8649 2.8558 2.7154 0.43 -0.33 0.49 0.314
H -3.6905 -1.6501 1.5711 0.33 0.23 -0.63 0.326
H -4.1137 -3.7342 0.4672 -0.16 -0.09 -0.25 0.367
H -3.6532 -4.0866 -1.9767 0.53 1.05 0.73 0.214
H -2.4047 -2.1702 -3.2272 -0.09 -0.47 -0.04 0.492
H -2.2864 -0.0967 -2.2213 0.57 0.25 0.09 0.421
O -0.9985 1.5711 0.7344 2.26 -0.08 0.01 -1.600
Se 0.8000 0.3306 -4.0943 2.98 3.29 -5.57 0.579
O 0.1872 1.4979 -3.0491 -1.22 -0.43 3.54 -0.848
O -0.3942 -0.3300 -5.0230 -1.35 -1.61 1.11 -0.654
O 1.9857 -0.6634 -3.5224 -0.60 -1.96 1.91 -0.747
```
Forces are in eV/Å.

Values from the calculation:
largest force on an atom = 0.138 hartree/bohr
energy = -203966.674 eV
energy relative to the best compared isomer or geometry (same formula, charge and spin) = 7.06 kcal/mol
LUMO energy = 3.75 eV
frontier orbital gap = 3.2 eV
charge = -2